Entry 1:
This record from the Open Molecules 2025 dataset describes a molecular structure, C49H45F3N4O2PS2W at a distorted geometry. The level of theory is ωB97M-V with the def2-TZVPD basis set.

## Properties
Kohn-Sham gap (alpha / beta) = 6.45 / 5.98 eV
Net charge = +2
LUMO level (alpha / beta) = -5.4 / -5.4 eV
Calculated total energy = -102523.529 eV
Strongest force on any atom = 3.603 eV/A
Multiplicity = 2

Element x y z (Å)
W -0.20 -0.13 -0.20
C 1.62 -0.21 2.38
C 2.54 0.22 1.22
C 2.69 -0.99 0.34
C 3.90 -1.64 0.22
C 3.97 -2.84 -0.47
C 2.79 -3.37 -0.96
C 1.62 -2.67 -0.81
N 1.54 -1.46 -0.21
N 0.20 0.02 2.03
C -0.20 1.39 2.41
C -1.56 1.67 1.83
C -2.41 2.60 2.38
C -3.69 2.74 1.85
C -4.09 1.87 0.85
C -3.17 0.98 0.33
N -1.90 0.91 0.76
C -0.67 -0.94 2.75
C -0.97 -2.15 1.91
C -1.15 -3.39 2.47
C -1.56 -4.46 1.67
C -1.81 -4.19 0.33
C -1.60 -2.93 -0.16
N -1.14 -1.90 0.58
H 1.87 0.30 3.31
H 1.76 -1.28 2.54
H 3.50 0.55 1.60
H 2.08 1.05 0.67
H 4.78 -1.22 0.70
H 4.91 -3.36 -0.59
H 2.78 -4.33 -1.46
H 0.69 -3.08 -1.17
H 0.52 2.09 2.01
H -0.23 1.50 3.50
H -2.08 3.21 3.21
H -4.37 3.48 2.25
H -5.10 1.89 0.46
H -3.45 0.29 -0.45
H -1.62 -0.46 2.98
H -0.22 -1.23 3.71
H -1.00 -3.53 3.53
H -1.69 -5.44 2.09
H -2.18 -4.97 -0.32
H -1.82 -2.69 -1.20
O 0.34 2.49 -0.15
P 0.51 3.99 -0.20
C 0.08 4.74 1.40
C -1.00 5.61 1.51
C -1.30 6.20 2.74
C -0.53 5.90 3.85
C 0.56 5.04 3.75
C 0.86 4.46 2.52
C -0.50 4.81 -1.43
C -0.13 6.04 -1.99
C -0.98 6.65 -2.90
C -2.17 6.05 -3.27
C -2.54 4.83 -2.71
C -1.70 4.22 -1.79
C 2.21 4.49 -0.57
C 2.68 4.10 -1.82
C 3.94 4.49 -2.25
C 4.74 5.26 -1.42
C 4.28 5.65 -0.17
C 3.01 5.28 0.25
H -1.60 5.84 0.64
H -2.12 6.89 2.82
H -0.76 6.36 4.81
H 1.18 4.83 4.61
H 1.72 3.81 2.43
H 0.80 6.51 -1.71
H -0.70 7.61 -3.33
H -2.82 6.53 -3.98
H -3.46 4.35 -3.00
H -1.97 3.28 -1.33
H 2.02 3.51 -2.45
H 4.29 4.21 -3.24
H 5.73 5.56 -1.75
H 4.90 6.26 0.47
H 2.64 5.64 1.20
F -0.90 -5.96 -7.91
C -1.52 -4.77 -7.83
F -1.23 -4.08 -8.94
F -2.84 -5.00 -7.84
C -1.12 -4.01 -6.59
C -1.70 -2.76 -6.39
C -1.40 -2.04 -5.25
C -0.51 -2.57 -4.30
C 0.07 -3.82 -4.52
C -0.24 -4.53 -5.67
C -0.31 -1.78 -3.14
C -0.48 -0.94 -2.25
H -2.39 -2.36 -7.12
H -1.86 -1.07 -5.07
H 0.75 -4.24 -3.80
H 0.21 -5.50 -5.84
S -2.51 0.80 -2.81
C -1.33 0.18 -1.87
C 4.25 1.02 -2.14
S 2.70 0.18 -2.58
C 2.54 0.92 -4.22
O 1.63 0.83 -1.74
H 5.01 0.74 -2.87
H 4.55 0.68 -1.16
H 4.09 2.10 -2.13
H 3.35 0.54 -4.84
H 2.57 2.00 -4.16
H 1.58 0.60 -4.63

***

Entry 2:
This record from the Open Molecules 2025 dataset describes a molecular structure, C49H46AsBiN3O5P at a distorted geometry. The level of theory is ωB97M-V with the def2-TZVPD basis set.

## Properties
Kohn-Sham gap = 7.64 eV
LUMO level = -0.3 eV
Calculated total energy = -142232.036 eV
Strongest force on any atom = 2.888 eV/A

Element x y z (Å)
Bi -0.29 -0.10 2.18
C 6.60 0.68 1.51
O 6.30 0.74 2.90
C 5.05 0.45 3.28
C 4.82 0.58 4.64
C 3.62 0.25 5.18
C 2.53 -0.20 4.37
C 1.25 -0.63 4.93
C 1.09 -0.66 6.41
O 0.22 -0.95 4.26
C 2.75 -0.21 2.96
O 1.82 -0.65 2.13
C 4.03 0.05 2.44
H 7.60 1.02 1.40
H 5.93 1.29 0.98
H 6.59 -0.30 1.08
H 5.67 0.92 5.24
H 3.42 0.35 6.24
H 0.59 0.24 6.71
H 1.98 -0.77 7.02
H 0.43 -1.53 6.72
H 4.15 -0.10 1.40
O -0.21 3.98 3.35
C -0.51 2.82 3.62
O 0.35 1.87 3.69
C -1.99 2.54 3.70
C -2.91 3.47 3.27
C -4.25 3.17 3.39
C -4.71 1.97 3.93
C -3.79 1.09 4.47
C -2.41 1.36 4.34
H -2.53 4.41 2.82
H -5.04 3.84 3.09
H -5.77 1.78 4.05
H -4.13 0.22 5.01
H -1.74 0.71 4.86
N -2.22 -7.55 1.43
C -1.94 -6.44 1.39
C -1.56 -5.05 1.44
C -0.71 -4.48 0.48
C -0.29 -3.17 0.67
C -0.76 -2.40 1.73
C -1.63 -3.01 2.68
C -2.04 -4.34 2.55
H -0.40 -4.94 -0.48
H 0.49 -2.80 -0.01
H -1.92 -2.50 3.57
H -2.64 -4.84 3.28
C -0.37 -0.19 -2.35
C -0.46 -1.70 -2.55
As -1.30 -2.31 -4.18
C -2.99 -1.31 -3.97
C -4.04 -1.94 -3.27
C -5.24 -1.28 -3.07
C -5.39 0.07 -3.49
C -4.31 0.68 -4.11
C -3.14 0.03 -4.34
C -0.46 -1.21 -5.58
C 0.91 -1.02 -5.53
C 1.58 -0.38 -6.56
C 0.93 -0.02 -7.74
C -0.45 -0.21 -7.84
C -1.12 -0.83 -6.78
P 0.45 0.27 -0.83
C 0.40 2.07 -0.76
C 0.89 2.63 0.39
C 0.72 3.97 0.60
C 0.15 4.77 -0.45
C -0.21 4.22 -1.65
C -0.10 2.85 -1.83
C 2.19 -0.06 -1.32
C 2.92 0.85 -2.10
C 4.28 0.71 -2.42
C 5.01 -0.38 -1.81
C 4.29 -1.26 -1.03
C 2.91 -1.14 -0.80
H -1.37 0.14 -2.45
H 0.19 0.19 -3.18
H -1.06 -2.17 -1.76
H 0.53 -2.20 -2.54
H -3.86 -2.99 -2.98
H -6.09 -1.74 -2.57
H -6.35 0.52 -3.29
H -4.46 1.69 -4.45
H -2.33 0.54 -4.88
H 1.44 -1.36 -4.66
H 2.64 -0.25 -6.41
H 1.47 0.40 -8.57
H -0.96 0.13 -8.73
H -2.15 -0.90 -6.81
H 1.43 2.01 1.12
H 1.05 4.49 1.47
H -0.01 5.82 -0.22
H -0.53 4.82 -2.47
H -0.38 2.40 -2.72
H 2.38 1.69 -2.56
H 4.80 1.36 -3.13
H 6.06 -0.47 -1.91
H 4.82 -2.10 -0.58
H 2.46 -1.89 -0.17
N -2.83 -0.30 -0.06
N -2.91 0.33 1.23
H -3.74 -0.34 -0.55
H -2.45 -1.22 0.06
H -3.72 0.01 1.76
H -2.98 1.35 1.06

***

Number 1 is which compound? C49H45F3N4O2PS2W

***

Which of these has the highest strongest force on any atom? C49H45F3N4O2PS2W

***

What did the second record say?
This record from the Open Molecules 2025 dataset describes a molecular structure, C49H46AsBiN3O5P at a distorted geometry. The level of theory is ωB97M-V with the def2-TZVPD basis set.

## Properties
Kohn-Sham gap = 7.64 eV
LUMO level = -0.3 eV
Calculated total energy = -142232.036 eV
Strongest force on any atom = 2.888 eV/A

Element x y z (Å)
Bi -0.29 -0.10 2.18
C 6.60 0.68 1.51
O 6.30 0.74 2.90
C 5.05 0.45 3.28
C 4.82 0.58 4.64
C 3.62 0.25 5.18
C 2.53 -0.20 4.37
C 1.25 -0.63 4.93
C 1.09 -0.66 6.41
O 0.22 -0.95 4.26
C 2.75 -0.21 2.96
O 1.82 -0.65 2.13
C 4.03 0.05 2.44
H 7.60 1.02 1.40
H 5.93 1.29 0.98
H 6.59 -0.30 1.08
H 5.67 0.92 5.24
H 3.42 0.35 6.24
H 0.59 0.24 6.71
H 1.98 -0.77 7.02
H 0.43 -1.53 6.72
H 4.15 -0.10 1.40
O -0.21 3.98 3.35
C -0.51 2.82 3.62
O 0.35 1.87 3.69
C -1.99 2.54 3.70
C -2.91 3.47 3.27
C -4.25 3.17 3.39
C -4.71 1.97 3.93
C -3.79 1.09 4.47
C -2.41 1.36 4.34
H -2.53 4.41 2.82
H -5.04 3.84 3.09
H -5.77 1.78 4.05
H -4.13 0.22 5.01
H -1.74 0.71 4.86
N -2.22 -7.55 1.43
C -1.94 -6.44 1.39
C -1.56 -5.05 1.44
C -0.71 -4.48 0.48
C -0.29 -3.17 0.67
C -0.76 -2.40 1.73
C -1.63 -3.01 2.68
C -2.04 -4.34 2.55
H -0.40 -4.94 -0.48
H 0.49 -2.80 -0.01
H -1.92 -2.50 3.57
H -2.64 -4.84 3.28
C -0.37 -0.19 -2.35
C -0.46 -1.70 -2.55
As -1.30 -2.31 -4.18
C -2.99 -1.31 -3.97
C -4.04 -1.94 -3.27
C -5.24 -1.28 -3.07
C -5.39 0.07 -3.49
C -4.31 0.68 -4.11
C -3.14 0.03 -4.34
C -0.46 -1.21 -5.58
C 0.91 -1.02 -5.53
C 1.58 -0.38 -6.56
C 0.93 -0.02 -7.74
C -0.45 -0.21 -7.84
C -1.12 -0.83 -6.78
P 0.45 0.27 -0.83
C 0.40 2.07 -0.76
C 0.89 2.63 0.39
C 0.72 3.97 0.60
C 0.15 4.77 -0.45
C -0.21 4.22 -1.65
C -0.10 2.85 -1.83
C 2.19 -0.06 -1.32
C 2.92 0.85 -2.10
C 4.28 0.71 -2.42
C 5.01 -0.38 -1.81
C 4.29 -1.26 -1.03
C 2.91 -1.14 -0.80
H -1.37 0.14 -2.45
H 0.19 0.19 -3.18
H -1.06 -2.17 -1.76
H 0.53 -2.20 -2.54
H -3.86 -2.99 -2.98
H -6.09 -1.74 -2.57
H -6.35 0.52 -3.29
H -4.46 1.69 -4.45
H -2.33 0.54 -4.88
H 1.44 -1.36 -4.66
H 2.64 -0.25 -6.41
H 1.47 0.40 -8.57
H -0.96 0.13 -8.73
H -2.15 -0.90 -6.81
H 1.43 2.01 1.12
H 1.05 4.49 1.47
H -0.01 5.82 -0.22
H -0.53 4.82 -2.47
H -0.38 2.40 -2.72
H 2.38 1.69 -2.56
H 4.80 1.36 -3.13
H 6.06 -0.47 -1.91
H 4.82 -2.10 -0.58
H 2.46 -1.89 -0.17
N -2.83 -0.30 -0.06
N -2.91 0.33 1.23
H -3.74 -0.34 -0.55
H -2.45 -1.22 0.06
H -3.72 0.01 1.76
H -2.98 1.35 1.06

***

Which of these has the highest strongest force on any atom? C49H45F3N4O2PS2W